Entry i
{"formula": "C2H5NO2", "method": "the ωB97M-V functional and the def2-TZVPD basis", "gap_ha": 0.39861, "lumo_energy_ev": 0.99, "homo_energy_ev": -9.85, "smiles": "NC=O.C=O", "total_charge": 0, "symbols": ["N", "C", "O", "H", "H", "H", "C", "O", "H", "H"], "coordinates": [[0.6794, 1.6754, 0.8552], [1.2555, 0.4476, 0.8183], [0.6924, -0.6029, 0.9804], [-0.2864, 1.8315, 0.6666], [1.2794, 2.4751, 0.8169], [2.3448, 0.5185, 0.6647], [-1.3495, -1.3592, -1.0494], [-1.2526, -0.2733, -1.5513], [-0.4618, -1.9448, -0.7819], [-2.3448, -1.7866, -0.8436]], "nbo_charge": [-0.819, 0.538, -0.608, 0.406, 0.387, 0.098, 0.291, -0.524, 0.130, 0.101]}

Entry ii
{"formula": "C2H5NO2", "method": "the ωB97M-V functional and the def2-TZVPD basis", "gap_ha": 0.40813, "lumo_energy_ev": 0.82, "homo_energy_ev": -10.28, "smiles": "CC[N+](=O)[O-]", "total_charge": 0, "symbols": ["C", "C", "N", "O", "O", "H", "H", "H", "H", "H"], "coordinates": [[-0.2394, -0.6343, 0.3126], [0.9423, 0.0705, 1.0110], [2.2776, 0.0893, -0.2119], [2.0693, -0.7174, -1.0591], [3.2040, 0.8091, 0.0042], [-0.8665, -0.1033, -0.3296], [0.3359, -1.5074, -0.1424], [-0.9069, -1.1837, 1.0833], [0.8700, 1.1206, 1.2210], [1.4604, -0.4616, 1.8615]], "nbo_charge": [-0.667, -0.282, 0.552, -0.375, -0.367, 0.226, 0.257, 0.226, 0.209, 0.221]}

entry i (0.1143 hartree below the next structure)

Entry i
{"formula": "C5H10N2O2", "method": "the ωB97M-V functional and the def2-TZVPD basis", "gap_ha": 0.36418, "lumo_energy_ev": 0.84, "homo_energy_ev": -9.07, "smiles": "CN(C)C(=O)[C@@H]1CN1O", "total_charge": 0, "symbols": ["C", "N", "C", "C", "O", "C", "C", "N", "O", "H", "H", "H", "H", "H", "H", "H", "H", "H", "H"], "coordinates": [[1.8245, -1.7641, 0.3518], [1.0202, -0.5598, 0.2142], [1.7865, 0.6700, 0.1317], [-0.3704, -0.7151, 0.0577], [-0.9254, -1.8229, 0.1549], [-1.0425, 0.3311, -0.7539], [-1.3430, 1.6706, -0.1629], [-2.0811, 0.5735, 0.4362], [-3.4158, 0.5341, -0.1099], [2.4205, -1.9066, -0.5542], [1.2341, -2.6671, 0.5181], [2.5051, -1.6547, 1.2019], [2.4130, 0.6393, -0.7643], [2.4309, 0.7653, 1.0120], [1.1845, 1.5728, 0.0770], [-1.3191, 0.1059, -1.7767], [-1.9156, 2.3637, -0.7750], [-0.6801, 2.1954, 0.5163], [-3.7264, -0.3315, 0.2251]], "nbo_charge": [-0.416, -0.439, -0.405, 0.680, -0.622, -0.227, -0.272, -0.087, -0.594, 0.189, 0.248, 0.189, 0.192, 0.198, 0.214, 0.249, 0.224, 0.198, 0.480]}

Entry ii
{"formula": "C5H10N2O2", "method": "the ωB97M-V functional and the def2-TZVPD basis", "gap_ha": 0.33169, "lumo_energy_ev": 0.54, "homo_energy_ev": -8.49, "smiles": "C[C@@H](O)/C=C/NC(N)=O", "total_charge": 0, "symbols": ["C", "C", "O", "C", "C", "N", "C", "N", "O", "H", "H", "H", "H", "H", "H", "H", "H", "H", "H"], "coordinates": [[-3.2178, -0.5675, 0.8855], [-2.4489, -0.1513, -0.3971], [-2.4638, 1.2607, -0.3569], [-1.0859, -0.7073, -0.3982], [0.0602, -0.0289, -0.1216], [1.2885, -0.6261, -0.1446], [2.6139, -0.0293, 0.0410], [2.5745, 1.3808, 0.4261], [3.5733, -0.7844, -0.0505], [-3.3927, -1.6511, 0.9697], [-4.1662, -0.0091, 0.9061], [-2.6425, -0.2243, 1.7511], [-3.0838, -0.6547, -1.1951], [-2.2912, 1.5770, -1.2429], [-1.0840, -1.7926, -0.3751], [0.0004, 0.9943, 0.1414], [1.2936, -1.5447, -0.5723], [1.9162, 1.3240, 1.1850], [2.0045, 1.7937, -0.3372]], "nbo_charge": [-0.611, 0.066, -0.716, -0.297, -0.018, -0.647, 0.793, -0.838, -0.553, 0.209, 0.219, 0.208, 0.168, 0.472, 0.199, 0.202, 0.408, 0.368, 0.368]}

Entry iii
{"formula": "C5H10N2O2", "method": "the ωB97M-V functional and the def2-TZVPD basis", "gap_ha": [0.27768, 0.27771], "lumo_energy_ev": [0.56, 0.56], "homo_energy_ev": [-7.00, -7.00], "total_charge": 0, "symbols": ["C", "C", "N", "C", "C", "N", "C", "O", "O", "H", "H", "H", "H", "H", "H", "H", "H", "H", "H"], "coordinates": [[0.9109, 0.0050, -0.3675], [0.7932, -1.3734, -0.9261], [-0.1202, 0.9149, -0.5417], [2.0722, 0.6283, 0.1211], [-1.3759, 0.6801, -0.6081], [-1.4018, -0.2240, 1.8153], [-2.5755, 0.5452, -1.0834], [3.1795, -0.1657, 0.2304], [2.1195, 1.8264, 0.4358], [3.8832, 0.3882, 0.5976], [0.2095, 1.8580, -0.2788], [-0.3886, -0.3391, 1.7334], [-1.8000, -1.0843, 2.1768], [-1.5900, 0.5335, 2.4631], [0.7046, -1.3672, -2.0186], [1.6762, -1.9482, -0.6560], [-0.0873, -1.8836, -0.5233], [-2.8103, 0.7611, -2.1178], [-3.3993, 0.2449, -0.4524]], "nbo_charge": [-0.188, -0.638, -0.450, 0.693, 0.384, -1.081, -0.482, -0.702, -0.731, 0.493, 0.466, 0.378, 0.368, 0.369, 0.204, 0.245, 0.203, 0.232, 0.237]}

Entry iv
{"formula": "C5H10N2O2", "method": "the ωB97M-V functional and the def2-TZVPD basis", "gap_ha": 0.39551, "lumo_energy_ev": 0.73, "homo_energy_ev": -10.03, "smiles": "C[C@@H]1O[N+]([O-])=NC1(C)C", "total_charge": 0, "symbols": ["C", "C", "O", "N", "O", "N", "C", "C", "C", "H", "H", "H", "H", "H", "H", "H", "H", "H", "H"], "coordinates": [[-0.3297, -1.9536, 0.4123], [0.0824, -0.8412, -0.4915], [1.4320, -0.9846, -0.6704], [2.1357, 0.1398, 0.0233], [3.3192, -0.0137, 0.2408], [1.3433, 1.0478, 0.3590], [0.0039, 0.6216, -0.0292], [-1.0205, 0.6971, 1.0802], [-0.3643, 1.5219, -1.1565], [0.0071, -1.8256, 1.4155], [-0.0405, -2.8718, 0.0088], [-1.3608, -1.9818, 0.3233], [-0.3399, -0.8648, -1.4867], [-1.9149, 0.0938, 0.9261], [-1.1528, 1.7327, 1.4119], [-0.5348, 0.1250, 2.0312], [-0.4437, 2.5230, -0.8706], [-1.2844, 1.2834, -1.5676], [0.4626, 1.5511, -1.9600]], "nbo_charge": [-0.624, 0.072, -0.391, 0.546, -0.362, -0.229, 0.036, -0.613, -0.603, 0.218, 0.229, 0.206, 0.194, 0.228, 0.230, 0.213, 0.222, 0.209, 0.217]}

entry ii (0.0535 hartree below the next structure)

Entry i
{"formula": "C3H7OS", "method": "the ωB97M-V functional and the def2-TZVPD basis", "gap_ha": 0.24399, "lumo_energy_ev": 4.09, "homo_energy_ev": -2.55, "total_charge": -1, "symbols": ["O", "C", "H", "H", "C", "C", "S", "H", "H", "H", "H", "H"], "coordinates": [[3.2716, 0.1105, 0.1444], [2.3669, -0.5460, -0.3123], [2.1276, -1.5611, 0.0594], [1.7750, -0.2495, -1.1737], [-2.4838, 1.2347, 0.4409], [-1.0779, 0.8602, -0.0378], [-0.8416, -0.9469, -0.1702], [-3.1891, 0.8326, -0.2614], [-2.6955, 0.7775, 1.4046], [-2.5788, 2.3267, 0.5491], [-0.9621, 1.2968, -1.0295], [-0.3291, 1.3220, 0.6143]], "nbo_charge": [-0.582, 0.293, 0.114, 0.128, -0.614, -0.516, -0.717, 0.198, 0.194, 0.166, 0.166, 0.169]}

Entry ii
{"formula": "C3H7OS", "method": "the ωB97M-V functional and the def2-TZVPD basis", "gap_ha": 0.20840, "lumo_energy_ev": 3.33, "homo_energy_ev": -2.34, "smiles": "[O-]CCCS", "total_charge": -1, "symbols": ["O", "C", "C", "C", "S", "H", "H", "H", "H", "H", "H", "H"], "coordinates": [[0.2524, -1.8978, -1.4936], [-0.9001, -1.5546, -0.9269], [-0.8132, -0.4569, 0.1688], [0.2713, 0.5315, -0.2269], [0.6284, 1.7123, 1.1569], [-1.7109, -1.2434, -1.6795], [-1.5279, -2.3979, -0.5193], [-0.4655, -0.9936, 1.0522], [-1.7252, 0.1436, 0.1765], [1.1563, -0.0105, -0.5608], [0.1282, 1.2641, -0.9916], [1.7232, 1.0886, 1.6072]], "nbo_charge": [-0.942, 0.004, -0.470, -0.479, -0.152, 0.036, 0.063, 0.193, 0.182, 0.259, 0.195, 0.109]}

Entry iii
{"formula": "C3H7OS", "method": "the ωB97M-V functional and the def2-TZVPD basis", "gap_ha": 0.17628, "lumo_energy_ev": 1.46, "homo_energy_ev": -3.34, "total_charge": -1, "symbols": ["C", "O", "C", "C", "S", "H", "H", "H", "H", "H", "H", "H"], "coordinates": [[-0.8396, -1.5508, -1.0257], [0.6677, -3.2993, 0.2826], [0.2625, -0.5444, 0.2905], [-0.6805, -0.2235, -0.6136], [0.1505, 2.8073, 0.3458], [-0.1541, -2.0572, -1.7093], [-1.3960, -2.2643, -0.4141], [0.8294, -1.5211, 0.2340], [0.8187, 0.3586, 0.5958], [-1.0794, 0.7547, -0.8478], [1.1968, -3.7328, 0.9568], [-0.1024, 3.9296, 1.0314]], "nbo_charge": [0.115, -1.298, -0.401, -0.334, -1.035, 0.226, 0.235, 0.342, 0.319, 0.301, 0.425, 0.106]}

Entry iv
{"formula": "C3H7OS", "method": "the ωB97M-V functional and the def2-TZVPD basis", "gap_ha": 0.23417, "lumo_energy_ev": 4.00, "homo_energy_ev": -2.37, "total_charge": -1, "symbols": ["C", "S", "H", "H", "H", "O", "C", "C", "H", "H", "H", "H"], "coordinates": [[-0.6274, -0.3521, 2.2187], [-1.9409, 0.5746, 1.3056], [0.3613, -0.0769, 1.8327], [-0.6765, -0.1634, 3.2828], [-0.7811, -1.4046, 1.9884], [2.0447, 1.0426, -1.0361], [0.8721, 0.7522, -0.9708], [0.2339, -0.2050, -1.9393], [0.2367, 1.1461, -0.1567], [-0.8412, -0.2172, -1.8119], [0.6274, -1.2001, -1.7611], [0.4909, 0.1038, -2.9523]], "nbo_charge": [-0.734, -0.754, 0.165, 0.177, 0.176, -0.581, 0.429, -0.733, 0.172, 0.245, 0.227, 0.211]}

entry iv (0.0090 hartree below the next structure)

Entry i
{"formula": "C3H7OS", "method": "the ωB97M-V functional and the def2-TZVPD basis", "gap_ha": 0.20940, "lumo_energy_ev": 3.28, "homo_energy_ev": -2.41, "smiles": "[O-]CCCS", "total_charge": -1, "symbols": ["O", "C", "C", "C", "S", "H", "H", "H", "H", "H", "H", "H"], "coordinates": [[1.8651, -1.0156, -0.2313], [1.2542, -0.0708, -0.9415], [-0.2327, 0.0994, -0.5713], [-0.3759, 0.0645, 0.9542], [-1.9669, 0.4513, 1.7210], [1.7609, 0.9379, -0.9552], [1.2306, -0.1988, -2.0684], [-0.8576, -0.7154, -0.9672], [-0.7137, 1.0084, -0.9594], [0.2879, -0.7404, 1.2829], [0.2054, 0.9465, 1.2764], [-2.4573, -0.7671, 1.4598]], "nbo_charge": [-0.944, -0.004, -0.430, -0.553, -0.088, 0.058, 0.058, 0.165, 0.167, 0.276, 0.193, 0.102]}

Entry ii
{"formula": "C3H7OS", "method": "the ωB97M-V functional and the def2-TZVPD basis", "gap_ha": 0.20951, "lumo_energy_ev": 3.31, "homo_energy_ev": -2.40, "smiles": "[O-]CCCS", "total_charge": -1, "symbols": ["O", "C", "C", "C", "S", "H", "H", "H", "H", "H", "H", "H"], "coordinates": [[-2.3752, -0.0578, 0.7613], [-1.9135, -0.5197, -0.4014], [-0.3566, -0.6840, -0.4590], [0.2890, 0.5869, 0.0691], [2.1061, 0.4554, 0.1297], [-2.0343, 0.2422, -1.2464], [-2.3485, -1.4615, -0.8043], [0.0139, -1.5203, 0.1542], [-0.1007, -0.8407, -1.5159], [-0.2201, 0.9244, 0.9646], [0.1363, 1.3352, -0.7173], [2.1990, -0.2688, 1.2532]], "nbo_charge": [-0.949, 0.006, -0.439, -0.511, -0.113, 0.036, 0.075, 0.167, 0.168, 0.258, 0.196, 0.106]}

entry ii (0.0080 hartree below the next structure)